Below is a single C6H13NS molecule at a distorted geometry, with properties calculated with ωB97M-V/def2-TZVPD.

Last column: Löwdin charge in e.
Atoms and positions in Å:
C  -0.2569  1.4483  0.1249  -0.454
C  0.7447  -1.1705  0.6284  -0.407
C  -1.6651  1.7888  0.2346  -0.120
C  0.6164  1.9350  -1.0209  -0.135
C  -0.5859  -1.9728  0.6931  -0.104
C  1.8203  -1.6215  -0.2707  -0.148
N  -0.0264  0.2349  2.6119  -0.390
S  0.8253  0.5476  1.3409  0.900
H  -1.8759  2.8505  0.4400  0.095
H  -2.0632  1.0290  0.9256  0.071
H  -2.1940  1.5571  -0.6783  0.073
H  0.0257  1.7278  -1.9727  0.095
H  1.5629  1.3390  -1.0685  0.060
H  0.7666  3.0370  -0.9391  0.086
H  -0.6141  -2.7474  -0.1762  0.108
H  -1.5000  -1.4256  0.9920  0.066
H  -0.5580  -2.6208  1.5075  0.031
H  1.5228  -1.6064  -1.3063  0.076
H  2.1515  -2.6626  -0.0347  0.099
H  2.6110  -0.9467  -0.1706  0.035
H  0.5281  0.1168  3.4463  -0.036

Atomic forces in eV per Å
3.1 -0.3 0.1
-1.7 0.8 -0.5
-0.5 -1.2 0.5
-1.1 -0.7 -0.5
1.1 0.2 -1.5
-0.6 -1.4 0.5
-1.0 0.6 0.5
-1.6 -1.6 -1.2
0.0 -0.4 0.5
-0.4 1.0 0.5
0.0 0.0 -0.7
0.9 0.4 0.9
-0.6 0.9 0.0
0.2 -0.7 -0.2
-0.5 1.9 1.0
0.4 0.2 -1.1
0.6 -1.3 1.8
-0.3 -0.1 -0.6
-0.2 0.7 -0.2
1.7 0.8 0.1
0.3 0.3 0.0

Kohn-Sham gap (alpha / beta)	7.729 / 7.818	eV
SMILES	CC(C)=S(=N)=C(C)C
LUMO (alpha / beta)	0.19 / 0.28	eV
E	-689.14131	Eh



Below is 2 unconnected molecules or ions with the total composition C3H8Cl2Si at a distorted geometry, with properties calculated with ωB97M-V/def2-TZVPD.

Last column: Löwdin charge in e.
Atoms and positions in Å:
C  -0.1995  1.3968  1.1354  -0.311
C  -1.5300  -1.0896  -0.5677  -0.794
C  1.9984  -0.6054  -0.6414  -0.603
Si  -0.4682  0.5617  -0.5268  0.742
Cl  -2.8130  -1.1008  0.6308  0.497
Cl  2.4798  -0.5682  1.0300  0.477
H  -1.1551  1.6054  1.6674  0.032
H  0.3261  0.6589  1.7480  -0.031
H  0.4083  2.3010  1.0361  0.029
H  -0.7196  -1.9662  -0.4597  0.074
H  -1.9524  -1.0760  -1.5920  0.015
H  1.7156  -1.6174  -0.7252  -0.066
H  2.7007  -0.2201  -1.4061  0.001
H  -0.7909  1.7201  -1.3288  -0.062

Atomic forces in eV per Å
-0.7 -0.9 0.3
2.7 0.0 -1.0
-2.4 1.7 -0.4
2.5 -1.4 1.5
-0.1 -0.2 0.2
0.7 0.5 0.5
0.5 0.1 -0.5
0.1 0.3 0.2
-0.2 -0.2 0.0
-2.2 1.8 -0.1
0.1 -0.5 0.6
-0.3 -1.0 -1.0
-0.4 -0.2 0.9
-0.3 0.0 -1.1

Kohn-Sham gap	8.477	eV
LUMO	0.12	eV
E	-1328.88224	Eh



Below is a gas-phase ion, C7H10N5O (charge +1) at a distorted geometry, with properties calculated with ωB97M-V/def2-TZVPD.

Last column: Löwdin charge in e.
Atoms and positions in Å:
C  1.1846  2.4744  -2.4516  -0.326
C  -0.6510  0.2312  0.6172  -0.293
C  0.1246  0.4586  -1.9250  -0.029
C  -0.3440  0.8754  -0.5806  -0.102
C  0.5682  2.9483  -1.1592  0.062
C  -0.7551  -1.6081  2.1489  0.029
C  0.3593  -1.9598  -0.0121  -0.005
N  0.8088  1.2388  -2.6692  0.188
N  -0.0645  2.2457  -0.4001  0.166
N  1.7845  3.4057  -3.0570  0.074
N  -0.3583  -1.0486  0.8440  -0.134
N  1.9496  4.5027  -2.4043  0.111
O  -1.1845  0.8929  1.6134  0.176
H  -0.1836  -0.3724  -2.3832  0.087
H  -0.6041  -2.6261  2.0766  0.063
H  -0.0551  -0.9956  2.8309  0.149
H  -1.7997  -1.3338  2.2311  0.106
H  -0.3451  -2.9981  -0.0610  0.184
H  0.4733  -1.6168  -1.0612  0.074
H  1.2853  -2.1677  0.4213  0.081
H  -1.5674  1.7179  1.3662  0.130
H  2.0519  5.3241  -2.9393  0.124
H  1.5796  4.3850  -1.4428  0.086

Atomic forces in eV per Å
-1.0 0.6 2.2
0.5 -2.2 -0.5
-0.2 3.5 3.1
1.0 1.7 -2.1
-1.9 -0.6 1.0
1.1 4.0 0.0
-3.3 -2.3 -1.9
1.3 -0.8 -1.4
0.7 -0.5 -0.2
0.8 0.2 -2.6
-1.0 1.1 -0.1
0.6 -1.3 0.7
0.3 -1.4 0.9
-1.3 -3.4 -1.4
0.4 -2.0 0.5
-1.5 -1.7 -0.1
-0.1 -0.2 0.8
2.2 2.8 0.0
0.0 -0.3 1.1
1.5 -0.6 0.6
-0.3 1.2 -0.6
-0.1 1.1 -0.4
0.2 1.1 0.2

Kohn-Sham gap (alpha / beta)	6.746 / 6.096	eV
SMILES	CN(C)/C(O)=C1\C=NC(N=[NH2+])=C=N1
total charge	+1
LUMO (alpha / beta)	-5.04 / -5.62	eV
E	-621.31197	Eh



Looking at energy above the lowest of the compared OMol25 structures with the same formula, charge and spin for the records above, in order, we have 558.3, 488.1, 639.9 kJ/mol.